(1)
Molecular formula: C26H44ClN3O4
Method: DFT, wB97M-V/def2-TZVPD

F_max   0.1020 hartree/bohr
Structure (SMILES)   [H]/N=C(/C)C[C@H](N[C@H](C)CCC)[C@@H](Cl)O[C@@H](CCC(=O)Nc1ccccc1)C[C@@H]1CO1.CC(C)O

```
! wB97M-V def2-TZVPD RIJCOSX def2/J DEFGRID3
* xyz 0 1
H 2.706 -2.394 -2.226
N 2.695 -2.518 -1.206
C 1.620 -2.010 -0.711
C 1.457 -2.168 0.838
C 0.571 -1.320 -1.649
C 0.356 0.236 -1.407
N 0.668 0.707 -0.049
C 1.842 1.627 -0.028
C 3.206 0.881 -0.353
C 1.907 2.527 1.264
C 2.806 1.970 2.429
C 2.120 0.787 3.254
C -1.135 0.630 -1.828
Cl -1.294 0.122 -3.596
O -1.973 -0.089 -0.966
C -3.364 0.221 -1.129
C -4.212 -0.892 -0.355
C -3.314 -1.853 0.515
C -4.137 -2.907 1.326
O -5.325 -3.057 1.143
N -3.527 -3.818 2.332
C -2.613 -2.989 3.128
C -1.174 -3.204 3.236
C -0.415 -2.232 4.049
C -1.044 -1.086 4.715
C -2.495 -0.879 4.619
C -3.250 -1.843 3.816
C -3.777 1.683 -0.720
C -3.760 1.784 0.945
C -2.638 2.828 1.528
O -2.562 1.247 1.589
H 1.145 -3.199 1.143
H 0.694 -1.456 1.266
H 2.417 -1.924 1.378
H -0.376 -1.926 -1.616
H 0.960 -1.427 -2.705
H 1.009 0.767 -2.165
H -0.123 1.271 0.284
H 1.695 2.343 -0.904
H 3.361 0.155 0.504
H 3.134 0.262 -1.276
H 4.075 1.583 -0.330
H 0.896 2.786 1.693
H 2.377 3.505 0.941
H 2.919 2.817 3.172
H 3.858 1.721 2.118
H 1.685 1.237 4.192
H 2.895 0.050 3.617
H 1.278 0.295 2.705
H -1.194 1.743 -1.723
H -3.672 0.102 -2.213
H -5.015 -0.457 0.292
H -4.743 -1.527 -1.123
H -2.667 -1.197 1.162
H -2.682 -2.449 -0.212
H -2.910 -4.484 1.845
H -0.675 -4.055 2.719
H 0.696 -2.366 4.119
H -0.451 -0.347 5.297
H -3.055 -0.031 5.074
H -4.352 -1.687 3.732
H -3.036 2.475 -0.978
H -4.832 1.911 -1.009
H -4.769 1.733 1.500
H -2.680 2.903 2.646
H -1.640 2.817 1.012
C 3.402 2.403 -5.430
C 3.992 1.264 -4.614
C 4.043 -0.025 -5.419
O 3.204 1.061 -3.441
H 2.375 2.174 -5.732
H 3.361 3.319 -4.836
H 3.995 2.595 -6.327
H 4.998 1.531 -4.284
H 3.038 -0.336 -5.721
H 4.459 -0.837 -4.818
H 4.655 0.093 -6.316
H 2.311 0.824 -3.722
*
```

(2)
Molecular formula: C3H4F2
Method: DFT, wB97M-V/def2-TZVPD

Energy above the lowest of the compared OMol25 structures with the same formula, charge and spin   43.75 kcal/mol
F_max   0.1249 hartree/bohr
Structure (SMILES)   C=C(F)CF

```
! wB97M-V def2-TZVPD RIJCOSX def2/J DEFGRID3
* xyz 0 1
C 0.416 -0.594 -1.257
C 0.391 0.259 -0.113
F 0.412 1.565 -0.482
C -0.467 0.148 1.200
F -0.924 -1.164 1.303
H 0.850 0.131 -2.144
H 0.377 -1.638 -1.408
H 0.097 0.363 2.136
H -1.152 0.931 0.765
*
```

(3)
Molecular formula: C4H10N2
Method: DFT, wB97M-V/def2-TZVPD

Energy above the lowest of the compared OMol25 structures with the same formula, charge and spin   37.04 kcal/mol
F_max   0.0446 hartree/bohr
Structure (SMILES)   C=NCCCN

```
! wB97M-V def2-TZVPD RIJCOSX def2/J DEFGRID3
* xyz 0 1
C 1.868 1.235 0.249
N 0.759 1.738 -0.067
C -0.478 1.008 0.186
C -0.694 -0.036 -0.925
C -0.268 -1.400 -0.393
N -0.988 -1.883 0.784
H 2.782 1.568 -0.242
H 1.982 0.367 0.914
H -1.246 1.779 0.098
H -0.589 0.588 1.189
H -1.782 -0.119 -1.002
H -0.239 0.205 -1.875
H -0.216 -2.191 -1.158
H 0.808 -1.416 -0.161
H -0.349 -2.287 1.454
H -1.650 -2.604 0.533
*
```

(4)
Molecular formula: C4H6O2
Method: DFT, wB97M-V/def2-TZVPD

Energy above the lowest of the compared OMol25 structures with the same formula, charge and spin   0.51 kcal/mol
F_max   0.0090 hartree/bohr
Structure (SMILES)   O=C1CCCO1

```
! wB97M-V def2-TZVPD RIJCOSX def2/J DEFGRID3
* xyz 0 1
O 2.295 1.174 -0.510
C 1.229 0.719 -0.203
C 0.749 -0.716 -0.365
C -0.634 -0.733 0.286
C -1.000 0.757 0.290
O 0.241 1.467 0.346
H 0.712 -0.933 -1.438
H 1.478 -1.395 0.086
H -1.357 -1.323 -0.281
H -0.597 -1.135 1.304
H -1.620 1.078 1.131
H -1.496 1.042 -0.645
*
```

(5)
Molecular formula: C4H12
Method: DFT, wB97M-V/def2-TZVPD

Energy above the lowest of the compared OMol25 structures with the same formula, charge and spin   12.55 kcal/mol
F_max   0.0440 hartree/bohr
Structure (SMILES)   CC.CC

```
! wB97M-V def2-TZVPD RIJCOSX def2/J DEFGRID3
* xyz 0 1
C 1.240 -1.634 0.202
C 0.026 -1.583 1.120
H 1.624 -2.639 0.100
H 1.088 -1.085 -0.728
H 2.106 -1.104 0.625
H 0.100 -2.341 1.899
H -0.835 -1.927 0.534
H -0.240 -0.600 1.476
C -0.044 2.086 -0.779
C -1.235 1.153 -0.578
H 0.349 2.476 0.172
H 0.857 1.569 -0.984
H -0.312 2.921 -1.413
H -1.858 1.300 -1.420
H -1.862 1.315 0.301
H -1.004 0.094 -0.526
*
```

| no. | HOMO level (eV) | gap between HOMO and LUMO (eV) |
| --- | --- | --- |
| 1 | -8.4924 | 9.0 |
| 2 | -9.6119 | 10.4 |
| 3 | -9.2022 | 10.3 |
| 4 | -10.2939 | 11.2 |
| 5 | -11.4126 | 12.6 |